# 1
83
Properties=species:S:1:pos:R:3:forces:R:3 method="wB97M-V/def2-TZVPD" e_homo_ev=-1.19 charge=-2 lumo_energy_ev=3.967 energy_ha=-2701.00788 homo_lumo_gap_ev=5.16 relative_energy_kj_mol=4.51
K -0.020310 0.089308 -1.823413 0.3 0.1 -0.6
C 1.394733 1.108945 1.177064 0.1 0.1 0.0
C 1.508442 2.254349 0.175572 -0.1 -0.1 -0.1
C 0.180990 3.005936 0.049246 0.0 0.0 0.0
N -0.843442 2.093239 -0.412025 -0.1 0.2 0.2
C -2.089550 2.440435 -0.383038 0.0 0.0 0.0
C -2.547643 3.766516 -0.073591 0.0 0.1 0.0
C -3.779021 4.222320 0.351491 0.0 -0.1 0.0
C -4.927536 3.516566 0.696549 -0.1 0.0 0.0
C -5.073992 2.129854 0.593542 0.1 0.0 0.0
C -4.275970 1.189754 -0.012275 -0.1 -0.1 0.0
C -3.054638 1.343974 -0.775233 0.0 0.1 0.1
N -2.642150 0.528734 -1.687057 -0.1 -0.2 0.0
C -3.488736 -0.583171 -2.081624 0.0 0.0 0.0
C -3.152118 -1.926313 -1.401350 0.0 0.0 0.1
C -2.058974 -2.789791 -2.063730 0.0 -0.1 0.0
N -0.708142 -2.461620 -1.654768 -0.1 0.1 0.0
C -0.143455 -3.141486 -0.715865 0.0 -0.1 0.2
C -0.783919 -4.168681 0.074114 0.0 -0.1 0.0
C -0.226922 -5.257615 0.709959 0.0 0.1 0.0
C 1.097657 -5.689185 0.783990 0.1 -0.1 0.0
C 2.204181 -5.004686 0.260929 -0.1 0.0 0.0
C 2.298062 -3.735844 -0.254322 0.1 0.0 0.0
C 1.269640 -2.718811 -0.355916 0.0 -0.1 0.0
N 1.443730 -1.449844 -0.256213 0.0 0.1 0.0
C 2.714369 -0.831495 0.050518 0.0 -0.1 0.1
C 2.586573 0.148272 1.230878 0.0 0.0 0.0
H 0.490969 0.542636 0.942556 0.0 0.0 0.0
H 1.240682 1.549089 2.171351 0.0 -0.1 0.0
H 1.779886 1.874842 -0.814632 0.1 0.0 0.0
H 2.308963 2.944325 0.457911 0.0 0.0 0.0
H 0.315627 3.849302 -0.643511 0.0 0.0 0.0
H -0.101985 3.443110 1.022289 0.1 0.0 0.0
H -1.784820 4.530140 -0.174465 0.0 0.0 0.0
H -3.835139 5.299614 0.495270 0.0 0.0 0.0
H -5.751548 4.076241 1.124898 0.0 0.0 0.0
H -5.977345 1.723703 1.044606 0.0 0.0 0.0
H -4.638152 0.170313 0.060860 0.0 0.0 0.0
H -3.371307 -0.720095 -3.164663 0.0 0.0 0.0
H -4.549070 -0.361322 -1.908875 0.0 0.0 0.0
H -4.071887 -2.521283 -1.382460 0.0 0.0 0.0
H -2.890084 -1.752309 -0.353016 0.0 0.0 0.0
H -2.114119 -2.643375 -3.149546 0.0 0.0 0.0
H -2.285158 -3.849085 -1.880270 0.0 0.0 0.0
H -1.862643 -4.086281 0.149495 0.0 0.0 0.0
H -0.951876 -5.907122 1.200999 0.0 0.0 0.0
H 1.282390 -6.649495 1.252380 0.0 0.0 0.0
H 3.146143 -5.547928 0.303820 0.0 0.0 0.0
H 3.289509 -3.415180 -0.552474 0.0 0.0 0.0
H 3.047229 -0.273121 -0.832803 0.0 0.0 0.0
H 3.506438 -1.547926 0.303868 0.0 0.0 0.0
H 3.517801 0.721722 1.300614 0.0 0.0 0.0
H 2.523933 -0.448961 2.147882 0.0 0.0 0.0
C -2.239616 -0.001704 2.552815 0.0 0.0 0.0
N -1.540654 -1.256862 2.711228 -0.1 -0.1 0.1
C -0.188182 -1.278895 3.249197 0.0 0.0 0.1
C 0.151278 -2.759480 3.171261 -0.1 0.0 -0.1
N -1.182264 -3.345762 3.308518 0.0 0.0 0.0
C -2.127023 -2.460584 2.851916 0.2 0.0 0.0
S -3.719001 -2.867728 2.555038 -0.1 0.0 0.0
H -2.282865 0.528506 3.511349 0.0 0.0 0.0
H -3.250318 -0.195983 2.207209 0.0 0.0 0.0
H -1.726438 0.623153 1.819868 0.0 0.0 0.0
H -0.212169 -0.926053 4.290958 0.1 0.0 0.0
H 0.475983 -0.648602 2.667744 0.0 0.0 0.0
H 0.815429 -3.094466 3.965697 0.0 0.0 0.0
H 0.584705 -3.003885 2.198813 0.0 0.0 0.0
H -1.317325 -4.295136 2.997182 0.0 0.0 0.0
C 2.240834 1.451153 -3.646751 0.1 0.0 0.0
C 3.113233 2.285649 -2.997239 0.0 0.0 0.0
C 4.368070 1.832836 -2.436779 0.0 0.0 0.0
C 5.202895 2.662800 -1.748450 0.0 0.0 0.0
C 4.902087 4.030166 -1.547368 0.0 0.0 0.0
C 3.688674 4.507510 -2.099845 0.0 0.0 0.0
C 2.841928 3.692121 -2.788077 0.0 0.0 0.0
C 5.786921 4.887090 -0.853089 0.0 0.0 0.0
N 6.512926 5.593796 -0.289199 0.0 0.0 0.0
H 2.512337 0.418239 -3.837271 -0.1 0.0 0.0
H 1.327046 1.833253 -4.087829 0.0 0.0 0.0
H 4.640438 0.790263 -2.565327 0.0 0.0 0.0
H 6.128303 2.268990 -1.340497 0.0 0.0 0.0
H 3.430885 5.552696 -1.963133 0.0 0.0 0.0
H 1.915587 4.095704 -3.183453 0.0 0.0 0.0



# 2
79
Properties=species:S:1:pos:R:3:forces:R:3 method="wB97M-V/def2-TZVPD" e_homo_ev="-1.58 / -1.06" charge=-1 lumo_energy_ev="2.538 / 2.537" energy_ha=-2482.42274 spin_multiplicity=3 homo_lumo_gap_ev="4.12 / 3.59"
V -0.180017 -0.676110 0.053859 0.1 2.1 5.1
N -0.892801 -2.498055 3.857608 0.4 -0.2 -0.4
N -1.345108 1.424214 1.567636 -2.2 -1.3 -1.8
C -0.237217 -1.202162 -1.948604 -0.2 -1.5 -0.1
C -1.386570 -1.754747 -1.266022 0.9 -1.1 -0.9
C -0.895218 -2.686013 -0.289988 -0.7 -1.4 -1.0
C -1.718420 -3.574972 0.601230 -0.1 -0.8 -0.6
H -2.787167 -3.387380 0.448086 0.2 -0.2 0.1
H -1.504702 -3.349716 1.681206 -0.1 -0.1 -0.9
H -1.479591 -4.624095 0.451233 -0.1 -0.5 -0.6
C 0.536748 -2.710920 -0.343767 -0.5 0.1 -1.0
C 1.404816 -3.692653 0.373059 0.2 -0.1 0.3
H 1.456989 -4.650799 -0.175882 -0.1 0.3 0.1
H 1.015423 -3.910093 1.378381 0.1 0.1 -0.2
H 2.431647 -3.316549 0.478648 -0.2 -0.1 0.0
C 0.952409 -1.785551 -1.356879 -1.0 -0.5 -0.8
C 2.343254 -1.607774 -1.861654 0.3 0.2 0.0
H 3.071437 -1.649864 -1.038890 -0.1 0.0 -0.2
H 2.451334 -0.641721 -2.375000 0.1 -0.2 0.1
H 2.607522 -2.396662 -2.585891 0.0 0.2 0.2
C -2.812557 -1.479802 -1.593100 -0.3 0.1 0.0
H -3.193675 -2.205861 -2.330572 0.0 0.2 0.2
H -2.920750 -0.474861 -2.025460 -0.1 -0.2 0.1
H -3.439493 -1.547387 -0.693822 0.1 0.1 -0.2
C -0.266494 -0.287269 -3.118253 0.0 0.4 -0.2
H 0.634091 0.342347 -3.138065 -0.2 0.0 -0.1
H -1.139242 0.377121 -3.064644 0.2 -0.1 -0.1
H -0.317358 -0.843579 -4.068697 0.0 0.1 0.2
C -0.216424 -2.701073 4.962943 -0.4 0.9 0.1
H -0.276452 -3.757583 5.293927 0.2 0.9 0.5
C 0.470413 -1.640486 5.600203 0.5 -1.0 0.8
H 0.977941 -1.904141 6.537349 0.1 0.4 -0.4
C 0.435148 -0.347075 5.068377 -0.5 -0.6 -0.4
H 0.953160 0.466623 5.616763 -0.5 -0.4 -0.5
C -0.243448 -0.153125 3.843691 0.7 -0.7 0.1
H -0.372361 0.869679 3.450896 0.1 -0.9 0.0
C -0.743842 -1.339429 3.128989 -0.4 0.9 1.1
C -1.154649 -1.614688 1.758352 -2.0 5.0 1.1
H -2.419042 -1.344263 1.864061 3.1 -1.4 -0.8
C -0.981912 1.386978 0.273305 0.8 1.3 0.9
C -2.596655 2.065651 1.560525 1.5 0.7 0.6
H -3.240503 1.786559 2.365122 -0.4 0.8 0.6
C -2.761591 2.835911 0.430624 0.0 -0.7 1.7
H -3.414684 3.715613 0.300947 0.6 -1.0 -0.3
N -1.714359 2.389459 -0.355917 0.4 0.1 -1.6
C -1.400136 2.853567 -1.652290 0.3 0.0 0.1
C -2.474231 3.006132 -2.538636 0.7 -0.1 0.5
C -2.207468 3.502127 -3.801511 0.6 0.2 -0.1
H -3.060068 3.632798 -4.477327 0.5 0.0 0.0
C -0.885248 3.823218 -4.176222 -0.6 -0.2 0.3
C -0.615285 4.382347 -5.533625 0.2 0.1 -0.4
H 0.344444 3.999342 -5.902257 -0.2 0.1 -0.1
H -0.555908 5.480413 -5.518247 0.0 -0.2 0.0
H -1.410576 4.094134 -6.226510 0.2 0.1 0.0
C 0.172364 3.620710 -3.282717 0.2 0.1 -0.3
H 1.216379 3.859587 -3.574461 -0.8 -0.1 0.0
C -0.048431 3.134277 -2.006974 -1.5 -0.3 0.7
C 1.079038 2.951831 -1.030834 0.9 0.2 -0.1
H 0.829075 3.154294 0.020387 -0.2 -0.3 -0.4
H 1.876104 3.652405 -1.301533 0.0 0.0 -0.1
H 1.536317 1.946508 -1.104989 -0.4 0.3 0.1
C -3.860877 2.601518 -2.124219 -0.7 0.2 -0.5
H -4.294944 3.268057 -1.364610 0.1 -0.4 -0.5
H -3.961793 1.560736 -1.767570 0.3 0.5 0.0
H -4.469797 2.701818 -3.019538 -0.3 -0.1 -0.1
N 1.572115 0.155296 1.169823 0.2 -0.1 0.2
C 2.666948 -0.599545 1.741593 -0.1 0.9 -0.1
C 2.387965 -1.655988 2.590631 0.0 -0.4 0.5
C 3.429833 -2.293641 3.276666 0.0 0.4 -0.5
C 4.748888 -1.868196 3.076404 -0.1 -0.2 0.1
C 5.029293 -0.838647 2.174671 -0.2 0.1 -0.3
C 3.987158 -0.196558 1.488918 0.0 -0.5 0.4
H 0.984454 0.615216 1.882895 0.3 -0.3 0.0
H 1.956020 0.890787 0.586249 -0.1 0.0 0.0
H 1.338121 -1.950488 2.718866 0.7 0.0 0.0
H 3.197994 -3.113183 3.956776 0.1 0.2 -0.1
H 5.556985 -2.355623 3.630687 -0.2 0.2 -0.3
H 6.062764 -0.525587 2.002554 -0.3 -0.1 0.1
H 4.182471 0.606642 0.771035 0.0 -0.2 0.3



# 3
88
Properties=species:S:1:pos:R:3:forces:R:3 method="wB97M-V/def2-TZVPD" e_homo_ev=-7.97 charge=0 lumo_energy_ev=-2.524 energy_ha=-3100.25711 smiles="OP(O)(=S)c1ccc2nsnc2c1.c1cc[nH]c1.c1cc[nH]c1.c1cc[nH]c1.c1cc[nH]c1.c1cc[nH]c1.c1cc[nH]c1.c1cc[nH]c1" homo_lumo_gap_ev=5.44 relative_energy_kj_mol=992.83
O 0.054672 5.873365 -1.425223 -0.4 -1.7 -3.0
P -0.241680 4.478546 -2.485255 -1.4 0.4 0.5
O 0.422476 4.681177 -4.086815 0.4 0.8 3.4
S -2.187041 4.108994 -2.580805 1.9 0.4 -0.4
C 0.504213 2.968128 -1.532564 2.9 -1.3 2.8
C 0.099658 1.460377 -2.065207 2.6 -1.6 3.6
C 0.652014 0.129336 -1.279857 0.1 4.2 0.1
C 1.606613 0.346726 0.035848 1.4 1.2 1.8
N 2.256749 -0.658899 0.985689 -0.7 5.7 -1.6
S 3.195724 0.301263 2.142914 -2.4 1.2 -2.9
N 2.952568 2.000647 1.766193 -3.6 -4.7 -4.7
C 2.035541 1.864850 0.542108 0.0 1.1 0.2
C 1.479259 3.238828 -0.232910 -2.0 -3.8 -2.7
H -0.546666 6.619831 -1.738185 0.8 -1.4 0.5
H 1.221049 5.288557 -4.096598 -1.1 -1.0 0.1
H -0.582632 1.286715 -3.003618 1.4 0.6 2.1
H 0.373993 -0.953032 -1.633004 0.6 2.4 0.8
H 1.743724 4.330100 0.104512 -0.6 -2.5 -0.7
N 2.037844 -3.809506 2.185523 -0.1 -0.2 0.1
C 2.502471 -4.662181 1.218255 0.1 0.1 0.1
C 2.304930 -5.952242 1.657484 0.2 0.1 -0.3
C 1.694268 -5.874884 2.931984 -0.2 0.2 0.3
C 1.538344 -4.540142 3.232125 0.1 0.1 0.0
H 2.059301 -2.799269 2.134619 -0.1 -0.3 -0.1
H 2.934174 -4.278993 0.303372 0.0 -0.1 0.2
H 2.570730 -6.851859 1.117699 -0.1 0.1 0.0
H 1.399359 -6.703607 3.562641 0.0 0.2 -0.1
H 1.117034 -4.049046 4.099124 0.1 -0.1 -0.1
N 4.481189 -7.674988 3.926020 0.1 -0.1 0.0
C 5.232842 -6.750181 4.602989 0.0 0.0 0.0
C 6.182282 -7.427188 5.335400 -0.1 0.4 -0.1
C 6.000580 -8.808638 5.086760 -0.2 -0.3 -0.2
C 4.945462 -8.932779 4.210832 0.0 0.0 0.0
H 3.705880 -7.462566 3.311686 0.3 0.1 0.2
H 5.027309 -5.692460 4.507098 0.0 -0.2 0.0
H 6.926222 -6.974879 5.978283 -0.1 -0.1 -0.1
H 6.577721 -9.624978 5.501467 -0.1 0.1 -0.1
H 4.485685 -9.806224 3.768044 0.1 0.1 0.1
N -0.553581 -5.553005 -1.959728 0.0 0.1 0.0
C -1.784910 -5.976954 -2.387086 -0.1 -0.1 -0.1
C -2.500861 -6.385480 -1.284036 0.0 0.0 -0.4
C -1.674321 -6.195688 -0.150877 0.3 0.1 0.1
C -0.478951 -5.677831 -0.596806 0.0 0.0 0.1
H 0.184205 -5.202067 -2.556507 -0.3 -0.2 0.2
H -2.044977 -5.953196 -3.436855 0.0 0.0 0.2
H -3.509909 -6.776694 -1.294268 0.2 0.1 0.0
H -1.924415 -6.412739 0.879571 0.1 0.1 -0.2
H 0.416450 -5.389480 -0.062508 -0.2 -0.1 0.0
N -5.388085 5.982557 0.394665 0.0 0.0 0.0
C -4.777198 5.309826 -0.631390 0.1 0.0 0.0
C -5.668541 4.382120 -1.122378 0.4 0.2 -0.1
C -6.861045 4.503695 -0.369788 -0.2 0.2 0.3
C -6.661038 5.501283 0.557979 -0.1 -0.1 0.0
H -4.966011 6.719450 0.944642 -0.2 -0.3 -0.2
H -3.762717 5.547110 -0.922483 -0.2 -0.1 0.1
H -5.480636 3.693141 -1.935599 0.0 0.1 0.1
H -7.768274 3.926197 -0.491914 0.2 0.1 0.0
H -7.313380 5.907883 1.319222 0.1 -0.1 -0.1
N -1.631861 0.526417 1.275051 -0.1 0.0 0.1
C -1.483096 -0.792088 1.618493 0.1 0.0 0.0
C -2.201449 -1.015141 2.771929 0.2 -0.2 -0.2
C -2.809660 0.210639 3.133574 -0.1 0.4 -0.1
C -2.443491 1.144581 2.190384 0.0 0.0 0.1
H -1.209628 0.973150 0.471446 -0.2 -0.1 0.2
H -0.879145 -1.456568 1.015233 -0.1 0.0 0.1
H -2.280006 -1.959042 3.295576 0.0 0.1 -0.1
H -3.446740 0.392349 3.989489 0.1 0.0 -0.2
H -2.689287 2.193632 2.093212 0.0 -0.2 0.0
N -0.952060 9.807656 -0.470394 0.1 0.0 0.0
C -1.939546 8.890396 -0.221310 -0.1 -0.2 -0.1
C -1.801559 8.458981 1.079091 -0.2 -0.1 -0.3
C -0.695501 9.144602 1.635687 0.3 0.3 0.0
C -0.191701 9.972980 0.657980 0.0 0.0 0.1
H -0.807582 10.288091 -1.348995 -0.1 -0.1 0.4
H -2.652989 8.622728 -0.989141 0.0 0.0 0.1
H -2.430395 7.730174 1.573797 0.1 0.1 -0.1
H -0.308590 9.045282 2.641627 -0.1 0.0 -0.2
H 0.641358 10.663107 0.668188 -0.1 -0.1 0.0
N 1.377949 0.070918 -4.964136 0.0 -0.1 0.0
C 0.468538 -0.561560 -5.771280 0.0 0.0 -0.1
C 1.108129 -0.913537 -6.938857 -0.4 -0.1 0.2
C 2.452115 -0.483417 -6.829589 0.3 0.2 0.2
C 2.591725 0.118540 -5.599104 0.1 0.0 -0.1
H 1.184040 0.443377 -4.043645 0.2 -0.1 -0.3
H -0.553507 -0.705226 -5.447247 0.1 0.0 -0.1
H 0.655904 -1.425904 -7.778085 0.1 0.1 0.2
H 3.234107 -0.600776 -7.568641 -0.1 0.0 0.1
H 3.448266 0.576636 -5.122817 -0.1 -0.1 -0.1